1.
97
Properties=species:S:1:pos:R:3 method="wB97M-V/def2-TZVPD" e_lumo_ev="0.42 / -0.38" multiplicity=2 mol_weight_g_mol=991.6 homo_lumo_gap_ev="8.24 / 7.23"
H -4.01 -0.41 -2.92
C 0.15 -1.91 1.72
H -3.32 0.90 1.60
H 0.57 2.79 -5.34
H 1.58 1.72 -3.08
C 5.17 -1.57 5.33
H 3.60 -0.92 -2.88
C 0.09 2.16 -4.58
H -1.66 -1.66 -2.30
H 6.37 5.16 2.93
C -4.99 -1.94 -1.75
O 0.71 -1.86 -3.36
C 0.73 2.40 -3.20
H -3.19 -4.55 -0.39
H -1.52 -2.75 -0.30
P -2.03 0.23 -1.02
H -2.80 -4.04 -2.02
C 4.68 2.58 1.56
H -0.54 0.19 -2.76
O -1.12 0.23 0.19
H -3.21 3.14 -1.35
Se 0.95 1.13 2.56
H -0.86 3.08 -1.91
H -3.79 3.33 1.61
H -5.36 -3.64 -0.47
P 3.06 0.58 2.62
C 4.96 -3.63 -1.39
C 2.58 -3.67 -1.25
H -0.18 -2.71 1.05
C -2.51 -1.41 -1.66
C -4.77 -3.41 -1.36
H 3.84 -5.21 -0.45
H 5.92 -4.08 -1.18
H 0.25 1.13 -4.90
F -0.90 -1.58 2.52
C 1.16 -1.81 -2.23
H 2.09 -2.13 6.63
C 4.45 2.58 3.96
H -3.03 -2.14 0.35
H -4.12 -0.45 0.84
H -5.14 -1.34 -0.85
C 5.47 3.71 1.64
H 1.45 -0.67 4.73
C -5.53 2.68 0.55
H -5.14 -4.06 -2.15
H -1.85 2.41 -5.52
H 5.80 -1.93 -2.41
C 2.49 -0.92 4.91
H 4.45 2.12 0.60
C -3.51 1.16 -0.52
H -3.62 -2.03 -3.39
C 4.17 2.01 2.72
C -4.17 3.36 0.58
H -6.21 0.63 0.69
C 5.24 3.71 4.03
C -5.42 1.26 1.11
H 1.13 3.41 -3.14
H 4.46 -2.70 7.01
O 0.56 -1.19 -1.26
Ru 0.82 -0.40 0.61
H -6.28 3.25 1.11
H -4.25 4.42 0.32
H -5.89 2.65 -0.49
H 5.87 4.15 0.73
C 2.85 -1.74 5.97
H -2.33 0.51 -4.21
C -1.19 1.01 -2.44
C 4.81 -0.75 4.27
C -4.05 0.64 0.82
C -1.41 2.43 -4.53
H -3.06 1.80 -3.27
C -3.19 2.66 -0.37
C -3.79 -1.40 -2.52
H -1.58 3.44 -4.14
C 4.18 -2.06 6.18
F 1.09 -2.43 2.56
Br 1.00 -4.59 -0.74
H 5.46 4.16 4.99
C -2.10 1.40 -3.62
Se 3.27 -0.56 0.77
C -2.55 -2.49 -0.56
C 3.48 -0.42 4.06
C -3.29 -3.72 -1.09
C 4.89 -2.43 -2.08
H -5.90 -1.84 -2.34
C 3.80 -4.26 -0.98
C 3.66 -1.85 -2.34
C -0.27 2.18 -2.06
H 5.58 -0.38 3.60
C 5.75 4.28 2.87
H 6.20 -1.83 5.49
H -5.58 1.27 2.19
H -4.27 1.02 -1.29
C 2.49 -2.46 -1.92
H 0.26 1.98 -1.13
H -2.17 2.78 0.02
H 4.06 2.13 4.86

2.
43
Properties=species:S:1:pos:R:3 method="wB97M-V/def2-TZVPD" charge=-1 e_lumo_ev=-2.09 mol_weight_g_mol=458.6 homo_lumo_gap_ev=2.75
H 12.94 -11.07 -1.58
H 14.58 -9.77 -0.04
O 16.43 -19.57 -7.15
H 8.82 -19.96 -4.92
C 13.75 -10.19 0.53
O 9.58 -10.26 -4.58
H 14.42 -12.33 0.34
H 18.54 -21.20 -5.61
H 12.97 -9.48 0.27
C 18.04 -21.38 -6.56
C 18.43 -15.65 -1.68
C 9.67 -18.27 -4.03
O 18.68 -15.07 -2.76
O 19.78 -12.30 -10.45
O 20.72 -12.81 -8.44
O 19.21 -15.44 -0.63
H 9.43 -17.57 -4.82
O 18.61 -13.39 -9.00
C 9.53 -10.89 -5.79
H 18.07 -22.47 -6.65
C 9.80 -19.69 -4.53
C 16.64 -20.84 -6.58
O 13.73 -11.54 -1.32
O 10.97 -17.94 -3.56
O 8.74 -10.48 -6.64
O 17.41 -16.35 -1.57
Ba 14.76 -14.93 -5.72
H 16.02 -21.43 -7.25
H 18.65 -20.94 -7.35
H 8.81 -18.06 -3.40
H 12.62 -12.01 0.32
H 11.05 -18.31 -2.68
C 19.65 -12.80 -9.35
H 10.48 -19.76 -5.37
O 10.28 -11.84 -6.07
H 8.84 -9.76 -4.92
H 16.35 -19.76 -8.08
H 16.43 -20.89 -5.51
C 13.62 -11.64 0.08
H 10.15 -20.42 -3.80
H 14.17 -10.00 1.52
H 18.64 -16.18 -0.39
H 20.29 -13.17 -7.66

3.
20
Properties=species:S:1:pos:R:3 method="wB97M-V/def2-TZVPD" smiles=C[C@@H](N)CNCN e_lumo_ev=1.08 mol_weight_g_mol=103.2 homo_lumo_gap_ev=9.91
H 0.52 1.60 1.25
H 1.41 -0.66 1.36
C 0.20 0.86 0.50
N -2.44 -0.49 -0.95
N -1.07 0.26 0.92
C -2.22 0.51 0.07
H 0.45 -0.84 -1.49
H 0.09 1.35 -0.46
C 1.34 -0.17 0.37
C 1.05 -1.23 -0.67
H 2.94 1.07 0.84
H -1.86 -0.31 -1.76
H 1.99 -1.67 -1.02
H -2.13 1.47 -0.45
H -2.17 -1.40 -0.60
H 3.29 -0.04 -0.31
N 2.55 0.57 0.05
H -1.27 0.53 1.88
H -3.12 0.61 0.69
H 0.45 -2.01 -0.22

4.
125
Properties=species:S:1:pos:R:3 method="wB97M-V/def2-TZVPD" charge=+1 e_lumo_ev="-2.51 / -3.72" multiplicity=2 mol_weight_g_mol=1098.3 homo_lumo_gap_ev="7.46 / 6.24"
H 2.00 2.40 5.69
H 3.52 3.60 2.45
C 3.32 -5.37 3.86
C -3.01 2.40 0.59
H -5.16 1.59 -6.14
H -2.88 -4.91 -1.90
C 1.84 0.90 -1.19
C -2.52 4.76 0.03
C -4.13 1.35 -5.88
N 0.53 -0.24 1.74
H 3.01 -2.62 3.86
C 1.56 -5.05 2.05
C -2.85 0.11 4.16
H 4.96 0.58 4.16
H 1.63 -1.29 -3.07
C 2.43 -6.29 4.71
H 4.73 2.32 2.34
H -0.71 -6.08 -1.60
H 2.12 -2.69 -4.02
H 3.06 -6.93 5.33
C 1.34 1.87 2.51
H 0.00 -0.78 -5.22
C 3.37 2.08 4.03
C 1.75 -2.37 -3.04
C -3.68 0.97 -8.33
H 4.88 3.57 3.58
H 3.19 -0.66 3.72
H -5.02 1.05 -2.83
C 0.46 1.09 1.78
C 0.46 -4.39 -2.23
H 4.87 -6.84 3.54
Pb -1.19 -1.49 0.33
As -2.24 1.24 -2.23
H 2.54 -2.61 -2.32
H 3.96 0.86 -0.98
H 1.40 -4.91 -2.09
H -1.28 3.39 -4.51
C -0.73 -5.05 -1.94
C 0.71 1.51 -1.80
C 3.31 2.47 -2.26
H -3.34 -3.62 4.71
C -3.40 -1.68 5.61
H -3.36 0.42 6.18
C 2.62 2.99 5.01
H -3.69 -2.05 6.59
C -4.80 1.84 -3.54
C -3.25 1.01 -6.89
H 4.86 -3.87 4.23
H 1.78 -5.71 5.37
H 3.83 0.56 5.53
C 4.17 2.94 3.04
H -1.19 7.33 0.33
H -0.80 -1.41 -3.21
H 3.63 -6.88 2.30
H 1.52 -6.12 1.90
C 0.94 2.63 -2.66
H -2.06 7.95 -1.08
C 1.49 -0.85 2.44
C -2.00 4.14 -4.18
C -2.13 4.25 -2.67
H 1.24 2.94 2.48
H 0.24 0.41 -3.95
C 0.46 -3.08 -2.70
H -1.88 6.37 -2.84
C 3.11 1.36 -1.44
H 1.68 0.03 -0.56
N 0.72 -2.90 1.44
C -1.52 0.74 -5.19
H 1.97 3.71 4.49
H 3.33 3.56 5.60
H 1.81 -6.94 4.09
S -2.60 -3.18 1.97
O -2.33 -0.25 1.97
C 1.54 -2.35 2.33
H -2.87 1.38 0.27
H -5.73 2.09 -4.06
C -2.41 1.14 -4.19
H 4.83 -5.58 2.30
H -2.70 4.94 1.09
H -2.69 1.14 3.87
C -2.10 7.22 -0.27
H -4.08 2.51 0.81
C -1.95 -4.40 -2.12
H 0.05 -4.65 0.58
C -0.77 -2.44 -2.86
C 0.74 -4.23 1.31
C 2.38 -3.11 3.13
C -2.37 3.17 -1.79
C -1.96 -3.09 -2.58
H -1.24 0.40 -7.29
C 4.34 1.21 4.82
H -3.77 1.99 -8.74
H 0.60 0.82 -5.62
H -2.47 2.53 1.53
H -1.70 5.10 -4.59
C -2.83 -2.12 3.30
C -3.21 -0.31 5.40
H 5.02 1.85 5.38
C -2.07 5.55 -2.15
N -2.66 -0.78 3.14
C 4.21 -6.21 2.94
H -2.90 -2.57 -2.72
H -2.95 3.87 -4.63
C -3.75 1.43 -4.55
C -2.60 3.45 -0.43
C -1.95 0.70 -6.52
H 4.85 -5.22 5.36
H -2.95 7.48 0.37
C -0.09 0.28 -4.97
C -3.20 -2.56 4.58
C 2.36 1.25 3.24
H 0.10 3.11 -3.12
C -2.23 5.82 -0.80
H -2.97 0.43 -8.95
C 4.21 -4.55 4.79
H -4.66 0.50 -8.44
H 3.63 -3.96 5.50
N -0.51 1.05 -1.47
C 2.41 -4.49 3.00
C 2.22 3.11 -2.86
C 2.42 -0.13 3.19
H 2.37 3.97 -3.50
H -0.33 1.55 1.19
H -4.51 2.72 -2.96
H 4.31 2.84 -2.44

We obtain energy relative to the best compared isomer or geometry (same formula, charge and spin) values of 0.0 1234.7 51.0 63.6 kJ/mol for the records listed above, in that order.